# 1
7
Properties=species:S:1:pos:R:3 method="wB97M-V/def2-TZVPD" e_tot_ev=-159223.551 lumo_ha="-0.1396 / -0.0888" homo_ev="-9.565 / -11.046"
C 0.318 -0.494 -0.275
N 1.175 0.559 0.171
O 2.171 0.216 0.767
O 0.829 1.688 -0.092
Cl -1.150 -0.118 -0.971
Br -4.217 0.337 0.253
Br 0.874 -2.187 0.147

---

# 2
13
Properties=species:S:1:pos:R:3 method="wB97M-V/def2-TZVPD" e_tot_ev=-88632.082 lumo_ha=0.0242 homo_ev=-9.358
C -2.685 -0.724 0.827
C -1.914 0.126 0.082
N 1.616 0.690 0.898
O 2.668 2.032 -0.914
O 1.484 -0.068 -1.460
S 2.475 0.452 -0.547
Br -1.780 1.927 0.516
H -3.247 -0.411 1.650
H -2.770 -1.808 0.581
H 1.953 2.710 -0.891
H -1.740 -0.046 -0.991
H 2.110 0.851 1.754
H 1.026 -0.187 1.153

---

# 3
60
Properties=species:S:1:pos:R:3 method="wB97M-V/def2-TZVPD" e_tot_ev=-207809.093 lumo_ha=0.2939 total_charge=-4 homo_ev=-0.567
Hf 0.012 0.103 0.245
C -4.256 -1.442 1.969
F -4.544 -1.062 0.713
F -5.376 -1.370 2.694
F -3.730 -2.667 2.059
S -2.990 -0.136 2.563
O -3.662 1.146 2.431
O -2.837 -0.498 3.960
O -1.785 -0.238 1.721
C 2.598 -3.676 -1.431
F 3.688 -4.196 -2.092
F 1.554 -4.530 -1.516
F 2.998 -3.442 -0.170
S 2.215 -1.930 -2.114
O 3.506 -1.266 -2.346
O 1.521 -2.238 -3.340
O 1.328 -1.332 -1.036
C -2.163 4.066 -1.343
F -3.053 4.820 -0.622
F -2.074 4.484 -2.562
F -0.942 4.200 -0.782
S -2.655 2.225 -1.286
O -3.833 2.187 -0.431
O -2.897 1.908 -2.689
O -1.454 1.536 -0.779
P -2.016 -1.828 -1.838
F -1.433 -1.543 -0.298
F -3.162 -2.812 -1.370
F -3.071 -0.600 -1.710
F -2.453 -2.059 -3.410
F -0.847 -0.777 -2.160
F -1.016 -3.078 -1.950
P 0.491 -3.182 2.302
F 0.313 -3.825 0.874
F 2.117 -3.288 2.224
F 0.827 -1.736 1.433
F 0.831 -2.296 3.613
F -1.055 -2.746 2.480
F 0.315 -4.528 3.123
P 1.708 2.209 -2.726
F 2.114 3.294 -1.616
F 2.325 3.084 -4.031
F 3.130 1.461 -2.670
F 1.197 1.174 -3.865
F 0.964 1.221 -1.611
F 0.354 2.935 -2.822
P 0.006 2.775 2.171
F -1.428 2.401 1.642
F 0.319 1.159 2.225
F 0.528 2.485 0.671
F 1.589 2.972 2.442
F -0.252 4.403 2.024
F -0.514 2.764 3.675
P 3.830 0.446 1.036
F 3.964 -1.136 0.804
F 5.363 0.444 1.663
F 4.438 0.774 -0.479
F 3.885 2.076 1.285
F 2.248 0.557 0.506
F 3.224 0.150 2.547

---

# 4
23
Properties=species:S:1:pos:R:3 method="wB97M-V/def2-TZVPD" e_tot_ev=-109529.644 lumo_ha="-0.5512 / -0.5721" total_charge=+4 homo_ev="-20.333 / -20.633" multiplicity=4
Yb 0.063 1.045 -7.511
V 0.052 0.000 0.020
Cl -0.599 3.056 -6.891
Cl 2.038 -1.147 -0.245
C -0.646 -1.213 1.171
C -0.441 1.424 -9.613
C 0.548 -0.881 -8.426
O -1.072 -2.042 1.960
O -0.757 1.736 -10.696
O 0.829 -1.952 -8.794
C 1.690 -0.080 3.344
N 0.447 0.734 3.444
C -0.435 0.705 4.533
C -1.436 1.569 4.284
N -1.199 2.162 3.034
C -0.039 1.628 2.547
S 0.623 2.026 1.072
H 1.423 -1.144 3.386
H 2.209 0.129 2.409
H 2.346 0.164 4.191
H -0.277 0.083 5.371
H -2.268 1.812 4.868
H -1.781 2.863 2.567

---

# 5
20
Properties=species:S:1:pos:R:3 method="wB97M-V/def2-TZVPD" e_tot_ev=-10406.007 lumo_ha=0.0343 homo_ev=-8.573
C -1.575 -0.824 -1.611
C -0.761 0.233 -0.859
O -1.607 1.090 -0.131
C 0.241 -0.456 0.077
N 1.033 -1.474 -0.586
N -0.213 -0.623 1.412
C 1.052 0.304 1.059
C 1.027 1.797 1.220
H -0.933 -1.460 -2.221
H -2.300 -0.320 -2.248
H -2.106 -1.448 -0.891
H -0.222 0.870 -1.572
H -1.831 0.608 0.680
H 1.474 -1.164 -1.445
H 1.586 -2.037 0.049
H 0.115 -1.453 1.889
H 1.972 -0.158 1.410
H -0.001 2.148 1.277
H 1.548 2.091 2.125
H 1.501 2.274 0.366

---

# 6
11
Properties=species:S:1:pos:R:3 method="wB97M-V/def2-TZVPD" e_tot_ev=-18025.782 lumo_ha=-0.0353 homo_ev=-9.571
N 2.639 -0.878 -0.805
C 1.799 -0.524 -0.081
C 0.691 -0.312 0.867
C -0.691 -0.824 0.128
N -1.215 0.099 -0.821
C -0.863 1.300 -0.752
S 0.250 1.864 0.529
H 0.787 -0.103 1.886
H -0.571 -1.776 -0.454
H -1.485 -0.883 0.944
H -1.340 2.036 -1.440

---

# 7
2
Properties=species:S:1:pos:R:3 method="wB97M-V/def2-TZVPD" e_tot_ev=-74032.185 lumo_ha="-0.2436 / -0.3432" total_charge=+1 homo_ev="-17.065 / -16.654" multiplicity=2
Ag -1.109 0.624 0.369
Br 1.109 -0.624 -0.369